11
Properties=species:S:1:pos:R:3:mulliken_charge:R:1 method="wB97M-V/def2-TZVPD" total_charge=0 de_lowest_ev=5.495 e_tot_ev=-20148.87963 lumo_ev=-0.905 homo_lumo_gap_ev=9.02 homo_ev=-9.9289
C 0.209 0.402 -0.566 -0.47
C -0.083 -1.026 -0.279 -0.06
C -0.868 0.084 0.319 -0.30
O -1.753 0.174 -2.638 -0.54
O -3.396 -1.362 -1.576 -0.54
O -0.944 -1.643 -1.226 -0.30
S -2.145 -0.661 -1.526 0.93
H 1.178 0.878 -0.163 0.21
H -0.096 0.829 -1.486 0.31
H 0.400 -1.902 0.127 0.39
H -1.388 0.473 1.250 0.36